Entry 1:
C24H11FO14V | ωB97M-V/def2-TZVPD

The geometry in ORCA input format:
```
! RIJCOSX wB97M-V def2-TZVPD def2/J DEFGRID3
* xyz -5 1
O -0.67 -0.17 -2.77
V -0.83 -0.50 -1.18
O -2.24 -1.33 -1.06
C -2.68 2.65 -0.11
C -1.32 2.36 0.14
C -0.55 3.21 1.28
O 0.65 3.05 1.50
C -1.40 4.04 2.08
C -2.76 4.20 1.86
C -3.42 3.52 0.67
O -4.67 3.55 0.42
O -3.37 4.91 2.70
O -0.70 1.43 -0.46
H -3.20 2.28 -0.99
H -0.90 4.62 2.85
C 2.35 -0.04 -1.74
C 3.36 0.84 -2.00
C 4.25 1.48 -0.93
O 5.40 2.04 -1.09
C 3.95 1.26 0.42
C 2.80 0.45 0.81
C 1.94 -0.23 -0.36
O 0.89 -0.82 0.01
O 2.52 0.20 1.98
O 3.58 1.15 -3.21
H 1.75 -0.53 -2.49
H 4.65 1.60 1.18
C -2.03 0.83 4.70
C -1.05 0.11 3.89
C -1.64 -0.90 2.84
O -0.82 -1.69 2.31
C -3.03 -0.80 2.50
C -3.89 -0.03 3.27
C -3.37 0.73 4.49
O -4.18 1.35 5.31
O -5.12 0.00 2.96
O 0.15 0.37 3.93
H -1.54 1.33 5.53
H -3.40 -1.43 1.71
F -0.12 -2.59 -2.00
C 0.87 -3.09 -2.77
C 0.94 -2.75 -4.10
C 1.76 -3.46 -4.97
C 2.63 -4.37 -4.40
C 2.65 -4.67 -3.06
C 1.75 -4.06 -2.22
H 0.23 -2.03 -4.49
H 1.71 -3.39 -6.05
H 3.21 -4.93 -5.13
H 3.20 -5.49 -2.62
H 1.68 -4.25 -1.15
*
```

LUMO level (eV): 8.3
Energy relative to the best compared isomer or geometry (same formula, charge and spin) (eV): 0.0000
Frontier orbital gap (hartree): 0.0606
HOMO energy (eV): 6.686



Entry 2:
C24H12Cl5N5ORuSe3Te | ωB97M-V/def2-TZVPD

The geometry in ORCA input format:
```
! RIJCOSX wB97M-V def2-TZVPD def2/J DEFGRID3
* xyz -1 2
Ru -1.01 0.57 0.92
C -3.03 -1.65 4.03
C -3.57 -2.77 3.39
C -3.27 -2.98 2.07
C -2.43 -2.09 1.38
N -1.94 -0.98 1.99
C -2.24 -0.81 3.29
N -2.15 -2.50 0.07
C -1.12 -2.05 -0.55
N -0.32 -1.03 -0.16
C 0.86 -1.05 -0.82
N 1.94 -0.44 -0.50
C 2.06 0.17 0.74
C 3.36 0.59 1.07
C 3.64 1.06 2.33
C 2.62 1.11 3.27
C 1.36 0.74 2.87
N 1.06 0.30 1.64
C 0.72 -2.03 -1.94
C 1.58 -2.39 -2.96
C 1.15 -3.39 -3.83
C -0.08 -4.02 -3.65
C -0.92 -3.67 -2.60
C -0.51 -2.66 -1.76
H -3.23 -1.42 5.06
H -4.22 -3.45 3.92
H -3.66 -3.81 1.51
H -1.83 0.09 3.74
H 4.11 0.49 0.31
H 4.64 1.39 2.58
H 2.78 1.47 4.28
H 0.52 0.80 3.55
H 2.53 -1.90 -3.08
H 1.78 -3.68 -4.66
H -0.38 -4.79 -4.35
H -1.87 -4.16 -2.45
Cl 2.65 5.93 -3.55
C 1.84 4.69 -2.66
C 1.87 4.68 -1.27
Cl 2.76 5.90 -0.43
C 1.22 3.69 -0.54
Cl 1.31 3.67 1.18
C 0.48 2.66 -1.17
O -0.13 1.71 -0.59
C 0.49 2.70 -2.60
Cl -0.36 1.42 -3.40
C 1.14 3.68 -3.32
Cl 1.10 3.66 -5.04
Se -1.85 2.43 2.19
Se -3.18 3.31 0.51
Te -3.15 0.91 -0.51
Se -5.11 -0.12 0.49
*
```

LUMO level (spin up / spin down) (eV): 1.6 / 1.2
Energy relative to the best compared isomer or geometry (same formula, charge and spin) (eV): 0.2283
Frontier orbital gap (spin up / spin down) (hartree): 0.2178 / 0.2033
HOMO energy (spin up / spin down) (eV): -4.359 / -4.346



Entry 3:
C24H13BeCl5IN3O2 | ωB97M-V/def2-TZVPD

The geometry in ORCA input format:
```
! RIJCOSX wB97M-V def2-TZVPD def2/J DEFGRID3
* xyz 0 1
Be -0.29 -0.34 -0.12
Cl -2.82 -1.81 0.82
C -2.37 -0.35 1.65
C -1.32 0.39 1.12
C -1.01 1.56 1.80
Cl 0.28 2.55 1.16
C -1.65 1.97 2.97
Cl -1.18 3.41 3.78
C -2.68 1.18 3.48
Cl -3.49 1.64 4.92
C -3.06 0.01 2.81
Cl -4.35 -0.95 3.42
C 5.77 0.22 0.08
C 5.50 0.65 -1.22
C 4.19 0.76 -1.66
C 3.16 0.45 -0.78
C 3.42 0.05 0.52
C 4.74 -0.09 0.95
N 1.79 0.58 -1.12
N 1.56 0.65 -2.34
C 0.16 0.80 -2.59
C -0.23 1.49 -3.72
C -1.58 1.65 -3.96
C -2.49 1.08 -3.08
C -2.01 0.40 -1.98
N -0.70 0.26 -1.73
H 6.80 0.13 0.41
H 6.31 0.89 -1.89
H 3.96 1.10 -2.66
H 2.60 -0.18 1.18
H 4.94 -0.42 1.95
H 0.53 1.89 -4.37
H -1.92 2.20 -4.82
H -3.56 1.16 -3.23
H -2.68 -0.07 -1.26
I 3.34 -1.87 6.67
C 2.42 -2.09 4.81
C 2.47 -3.32 4.17
C 1.87 -3.47 2.93
C 1.23 -2.39 2.32
C 1.19 -1.17 2.98
C 1.77 -1.01 4.23
C 0.60 -2.60 0.97
O 0.22 -3.70 0.64
O 0.53 -1.55 0.19
H 2.98 -4.16 4.63
H 1.87 -4.42 2.42
H 0.70 -0.32 2.52
H 1.73 -0.06 4.74
*
```

LUMO level (eV): -1.4
Frontier orbital gap (hartree): 0.2710
HOMO energy (eV): -8.762



Entry 4:
C24H15F10IrN6S | ωB97M-V/def2-TZVPD

The geometry in ORCA input format:
```
! RIJCOSX wB97M-V def2-TZVPD def2/J DEFGRID3
* xyz 0 1
Ir 0.04 0.96 0.08
C 0.13 3.71 1.20
N 0.07 3.02 -0.11
C -1.18 3.43 -0.84
C -2.32 2.53 -0.42
N -1.88 1.17 -0.72
C -2.78 0.13 -0.60
C -2.60 -1.01 -1.41
F -1.62 -1.01 -2.32
C -3.41 -2.12 -1.34
F -3.16 -3.17 -2.13
C -4.48 -2.15 -0.47
F -5.28 -3.22 -0.40
C -4.73 -1.04 0.32
F -5.76 -1.04 1.17
C -3.88 0.06 0.26
F -4.16 1.08 1.09
C 1.29 3.32 -0.90
C 2.45 2.46 -0.41
N 1.92 1.09 -0.29
C 2.91 0.09 -0.17
C 3.64 -0.33 -1.28
F 3.41 0.25 -2.46
C 4.56 -1.36 -1.20
F 5.24 -1.74 -2.28
C 4.76 -2.00 0.01
F 5.65 -2.98 0.10
C 4.04 -1.61 1.12
F 4.24 -2.23 2.28
C 3.13 -0.57 1.03
F 2.43 -0.25 2.12
H 0.30 4.78 1.04
H 0.94 3.30 1.80
H -0.80 3.57 1.74
H -0.99 3.30 -1.91
H -1.38 4.49 -0.64
H -3.21 2.78 -1.01
H -2.57 2.70 0.64
H 1.52 4.39 -0.86
H 1.08 3.04 -1.93
H 2.87 2.80 0.54
H 3.25 2.51 -1.16
N -0.04 -6.48 0.10
C -0.02 -5.34 0.11
C 0.01 -3.90 0.13
C -0.50 -3.19 1.21
C -0.46 -1.81 1.19
N 0.07 -1.13 0.16
C 0.55 -1.82 -0.89
C 0.55 -3.19 -0.94
H -0.93 -3.70 2.06
H -0.85 -1.22 2.00
H 0.92 -1.23 -1.71
H 0.93 -3.71 -1.81
S -1.64 1.38 4.45
C -1.27 1.17 2.89
N -1.03 1.03 1.75
*
```

LUMO level (eV): -1.1
Energy relative to the best compared isomer or geometry (same formula, charge and spin) (eV): 0.0000
Frontier orbital gap (hartree): 0.2459
HOMO energy (eV): -7.788



Entry 5:
C24H15FeN4O8 | ωB97M-V/def2-TZVPD

The geometry in ORCA input format:
```
! RIJCOSX wB97M-V def2-TZVPD def2/J DEFGRID3
* xyz 0 2
Fe 0.01 -0.03 -0.07
O -4.93 4.01 -2.33
C -3.86 4.47 -1.94
O -3.34 5.58 -1.83
C -2.85 3.28 -1.42
C -3.27 1.96 -1.45
C -2.39 0.98 -1.02
N -1.18 1.33 -0.57
C -0.74 2.59 -0.56
C -1.58 3.61 -0.98
C 0.63 2.69 -0.09
C 1.34 3.88 0.08
C 2.66 3.83 0.49
C 3.25 2.60 0.74
C 2.50 1.46 0.57
N 1.22 1.50 0.18
C -2.57 -0.46 -1.04
C -3.70 -1.13 -1.50
C -3.70 -2.50 -1.58
C -2.57 -3.21 -1.17
C -1.49 -2.49 -0.69
N -1.49 -1.17 -0.63
H -4.26 1.73 -1.83
H -1.26 4.65 -0.99
H 0.85 4.82 -0.12
H 3.22 4.74 0.62
H 4.28 2.52 1.05
H 2.90 0.47 0.73
H -4.55 -0.55 -1.82
H -4.56 -3.03 -1.96
H -2.53 -4.29 -1.22
H -0.59 -2.98 -0.35
O 1.21 -1.44 0.55
C 1.34 -1.91 1.69
C 0.59 -1.53 2.84
C 0.82 -2.16 4.07
C 0.09 -1.80 5.17
C -0.89 -0.80 5.10
C -1.13 -0.16 3.91
C -0.40 -0.49 2.75
O -0.65 0.13 1.65
N 0.34 -2.46 6.44
O 1.20 -3.33 6.47
O -0.32 -2.12 7.40
H 2.09 -2.70 1.81
H 1.57 -2.94 4.16
H -1.45 -0.55 5.99
H -1.87 0.62 3.83
O -0.97 -0.31 -3.32
C 0.21 -0.29 -3.01
O 0.73 -0.10 -1.84
H 0.99 -0.47 -3.78
*
```

LUMO level (spin up / spin down) (eV): -1.5 / -1.7
Energy relative to the best compared isomer or geometry (same formula, charge and spin) (eV): 0.0000
Frontier orbital gap (spin up / spin down) (hartree): 0.2387 / 0.2290
HOMO energy (spin up / spin down) (eV): -7.969 / -7.967



Entry 6:
C24H16AgBrF10NO3P2S | ωB97M-V/def2-TZVPD

The geometry in ORCA input format:
```
! RIJCOSX wB97M-V def2-TZVPD def2/J DEFGRID3
* xyz 0 2
Ag -0.07 -0.11 -0.22
F 7.32 -0.02 0.11
C 6.06 -0.40 -0.05
C 5.71 -1.73 0.04
F 6.64 -2.65 0.27
C 4.39 -2.10 -0.12
F 4.11 -3.40 -0.04
C 3.38 -1.17 -0.35
P 1.64 -1.75 -0.49
C 1.45 -2.95 0.85
C 1.83 -2.54 2.13
C 1.58 -3.36 3.22
C 0.94 -4.58 3.04
C 0.54 -4.97 1.78
C 0.79 -4.16 0.68
C 1.62 -2.62 -2.09
C 2.04 -3.94 -2.28
C 1.97 -4.51 -3.54
C 1.52 -3.77 -4.63
C 1.13 -2.45 -4.45
C 1.16 -1.88 -3.18
C 3.75 0.18 -0.44
Br 2.54 1.59 -0.79
C 5.08 0.55 -0.30
F 5.45 1.82 -0.38
H 2.30 -1.57 2.28
H 1.87 -3.03 4.21
H 0.75 -5.21 3.90
H 0.04 -5.92 1.63
H 0.46 -4.48 -0.30
H 2.41 -4.52 -1.45
H 2.27 -5.54 -3.68
H 1.47 -4.22 -5.61
H 0.78 -1.87 -5.29
H 0.83 -0.86 -3.04
F -0.83 1.59 1.24
P -1.27 0.87 2.69
F -2.56 1.81 2.73
F 0.03 -0.11 2.52
F -2.13 -0.22 1.78
F -0.39 1.93 3.47
F -1.69 0.12 4.03
N -2.34 -0.13 -1.06
C -2.37 -1.49 -1.45
C -2.24 -1.83 -2.79
C -2.09 -3.15 -3.16
C -2.07 -4.13 -2.18
C -2.25 -3.81 -0.84
C -2.40 -2.49 -0.47
S -1.74 -5.79 -2.63
O -0.54 -6.22 -1.85
O -1.65 -5.88 -4.04
O -2.70 -6.68 -1.94
H -2.67 0.50 -1.78
H -2.78 0.05 -0.16
H -2.22 -1.05 -3.55
H -1.96 -3.42 -4.20
H -2.26 -4.58 -0.08
H -2.50 -2.22 0.57
*
```

LUMO level (spin up / spin down) (eV): -0.3 / -3.9
Energy relative to the best compared isomer or geometry (same formula, charge and spin) (eV): 0.0493
Frontier orbital gap (spin up / spin down) (hartree): 0.3284 / 0.1988
HOMO energy (spin up / spin down) (eV): -9.265 / -9.265



Entry 7:
C24H16Cl2N7O2Pt | ωB97M-V/def2-TZVPD

The geometry in ORCA input format:
```
! RIJCOSX wB97M-V def2-TZVPD def2/J DEFGRID3
* xyz 1 1
Pt 1.27 4.18 0.41
Cl 2.89 5.15 2.61
C 4.43 5.03 1.74
Cl 4.21 4.18 0.21
H 5.12 4.47 2.36
H 4.79 6.03 1.54
C -3.11 -8.60 -1.87
O -3.05 -7.87 -0.65
C -2.54 -6.63 -0.67
C -2.51 -5.96 0.56
C -2.00 -4.69 0.64
C -1.51 -4.04 -0.50
C -1.56 -4.70 -1.72
C -2.07 -5.99 -1.81
C -0.97 -2.69 -0.36
N -0.87 -2.04 0.78
C -0.33 -0.83 0.46
C -0.08 -0.74 -0.90
N -0.50 -1.94 -1.41
C 0.49 0.41 -1.51
C 0.78 0.57 -2.88
C 1.35 1.75 -3.31
C 1.64 2.75 -2.39
N 1.36 2.61 -1.11
C 0.79 1.48 -0.65
C 0.50 1.42 0.76
N 0.76 2.52 1.50
C 0.54 2.50 2.81
C 0.03 1.37 3.45
C -0.27 0.25 2.72
C -0.03 0.26 1.34
H -3.54 -9.56 -1.62
H -2.11 -8.75 -2.29
H -3.74 -8.10 -2.60
H -2.89 -6.48 1.43
H -1.97 -4.17 1.59
H -1.20 -4.23 -2.62
H -2.09 -6.48 -2.78
H -0.48 -2.23 -2.37
H 0.55 -0.21 -3.58
H 1.58 1.90 -4.36
H 2.10 3.68 -2.69
H 0.76 3.40 3.36
H -0.13 1.41 4.52
H -0.70 -0.64 3.17
O 1.39 6.00 -0.56
N 0.49 6.09 0.37
C 0.47 7.08 1.22
C 1.37 8.18 1.12
N 2.16 9.01 1.01
C -0.45 7.00 2.31
N -1.15 6.91 3.21
*
```

LUMO level (eV): -4.6
Energy relative to the best compared isomer or geometry (same formula, charge and spin) (eV): 1.6514
Frontier orbital gap (hartree): 0.2146
HOMO energy (eV): -10.406



Entry 8:
C24H16ClN5O3S2 | ωB97M-V/def2-TZVPD

The geometry in ORCA input format:
```
! RIJCOSX wB97M-V def2-TZVPD def2/J DEFGRID3
* xyz 0 1
O 2.61 1.94 2.21
C 1.60 1.88 2.76
N 0.65 0.95 2.49
C 0.06 0.82 1.46
C -0.72 -0.17 1.28
C -1.36 -0.62 0.29
N -1.37 0.19 -0.70
C -0.45 1.38 -0.82
C 0.21 1.71 0.35
H 0.62 2.62 0.38
H -0.44 1.79 -1.61
C -1.76 -0.15 -2.03
N -2.62 1.03 -2.69
C -3.37 0.44 -3.68
C -4.01 1.64 -4.39
C -5.03 1.21 -5.20
C -5.32 -0.01 -5.69
C -4.56 -1.11 -5.01
C -3.52 -0.90 -4.20
N -2.85 -1.89 -3.44
C -1.90 -1.42 -2.59
N -1.06 -2.55 -1.94
H -1.22 -3.45 -2.52
S 0.53 -2.11 -2.27
O 0.85 -0.72 -3.16
O 1.10 -3.14 -3.21
C 1.19 -1.76 -0.79
C 2.16 -0.94 -0.53
C 2.59 -0.73 0.92
C 2.34 -1.76 1.72
C 1.76 -2.94 1.31
C 1.19 -2.86 0.06
H 0.51 -3.86 -0.21
H 1.48 -3.54 2.10
Cl 3.06 -1.57 3.31
H 3.29 -0.05 1.04
H 2.31 0.04 -1.32
H -4.79 -2.30 -5.22
H -5.86 -0.37 -6.47
H -5.45 1.89 -5.70
H -4.11 2.54 -3.99
H -1.95 -1.71 0.32
H -0.80 -1.00 2.32
C 1.47 2.73 4.23
C 0.64 2.60 5.10
C 0.62 3.44 6.04
C 1.79 4.12 6.07
S 2.63 3.75 4.61
H 2.44 4.73 6.72
H 0.10 3.48 7.12
H -0.32 1.95 4.86
*
```

LUMO level (eV): -2.0
Frontier orbital gap (hartree): 0.2345
HOMO energy (eV): -8.355



Entry 9:
C24H16F4O20Pt | ωB97M-V/def2-TZVPD

The geometry in ORCA input format:
```
! RIJCOSX wB97M-V def2-TZVPD def2/J DEFGRID3
* xyz -2 3
Pt -0.05 -0.42 0.81
C 1.76 -0.40 4.38
C 3.10 -0.69 4.52
C 4.13 -0.34 3.46
O 5.42 -0.56 3.61
C 3.72 0.23 2.31
C 2.40 0.33 1.96
C 1.31 0.28 3.17
O 0.14 0.54 2.81
O 1.96 0.38 0.79
O 3.42 -1.39 5.61
H 1.06 -0.80 5.10
H 4.48 0.49 1.58
C -0.28 -3.24 3.83
C 0.85 -3.87 4.34
C 2.13 -3.93 3.57
O 3.24 -4.30 4.15
C 2.30 -3.48 2.33
C 1.17 -2.91 1.66
C -0.22 -2.68 2.51
O -0.94 -1.85 1.97
O 1.25 -2.26 0.63
O 0.78 -4.13 5.57
H -1.17 -2.96 4.37
H 3.24 -3.53 1.80
C 2.71 1.12 -4.59
C 1.29 1.26 -5.10
O 0.74 0.43 -4.11
C 1.37 0.31 -2.98
O 0.85 -0.10 -1.92
O 2.62 0.75 -3.20
F 1.20 0.50 -6.23
H 3.26 2.06 -4.69
H 3.36 0.49 -5.19
H 0.76 2.21 -5.16
C -4.27 2.41 -1.18
C -5.23 2.27 -0.02
O -4.43 1.76 1.05
C -3.37 1.14 0.50
O -2.66 0.38 1.14
O -3.28 1.44 -0.82
F -6.24 1.39 -0.14
H -3.88 3.42 -1.31
H -4.80 2.13 -2.09
H -5.65 3.23 0.28
C -3.25 -2.47 -3.33
C -3.63 -3.30 -2.14
O -2.62 -3.12 -1.15
C -1.98 -2.03 -1.39
O -1.12 -1.52 -0.74
O -2.36 -1.53 -2.67
F -3.69 -4.55 -2.56
H -4.01 -1.88 -3.82
H -2.67 -3.11 -4.00
H -4.63 -3.01 -1.81
C 1.34 4.17 -1.63
C 1.50 4.68 -0.25
O 1.04 3.52 0.45
C 0.26 2.77 -0.30
O -0.33 1.73 0.01
O 0.19 3.27 -1.54
F 0.69 5.68 -0.09
H 2.19 3.57 -1.94
H 1.10 4.98 -2.33
H 2.45 5.04 0.14
*
```

LUMO level (spin up / spin down) (eV): 2.9 / 2.9
Frontier orbital gap (spin up / spin down) (hartree): 0.1172 / 0.1147
HOMO energy (spin up / spin down) (eV): -0.317 / -0.249



Which formula does entry 4 have? C24H15F10IrN6S